(1)
Here is a cluster of 2 separate species, C34H16BF15O2 in total at a distorted geometry from OMol25. Energies are from wB97M-V/def2-TZVPD.

Computed properties:
energy relative to the best compared isomer or geometry (same formula, charge and spin): 0.000 eV
HOMO energy: -7.860 eV
M: 752.3 g/mol
DFT total energy: -81047.2051 eV

Structure (XYZ):
```
68
Properties=species:S:1:pos:R:3:mulliken_charge:R:1
F 3.95926 4.53915 0.41317 -0.28
C 3.29832 3.36641 0.47798 0.36
C 3.99859 2.16764 0.48751 0.34
F 5.34194 2.17067 0.37087 -0.29
C 3.33417 0.97635 0.76984 -0.45
F 4.04521 -0.19190 0.66603 -0.32
C 1.99397 0.96839 1.23027 0.97
B 1.37776 -0.29984 1.94542 0.00
C 2.02969 -1.73091 1.82556 0.26
C 1.97624 -2.67315 0.78060 0.07
F 1.51783 -2.30527 -0.45916 -0.33
C 2.53081 -3.94612 0.91700 0.26
F 2.45738 -4.85066 -0.08535 -0.30
C 3.26176 -4.26449 2.06570 0.50
F 3.91663 -5.44497 2.12457 -0.29
C 3.40761 -3.32563 3.08994 0.27
F 4.21277 -3.56412 4.15311 -0.28
C 2.78730 -2.09219 2.95724 0.22
F 3.04269 -1.14801 3.91382 -0.34
C 0.40147 -0.16142 3.16801 1.21
C -0.70510 -0.99297 3.44350 -0.73
F -1.19816 -1.83971 2.49195 -0.31
C -1.36563 -0.92607 4.66113 0.14
F -2.34854 -1.79333 4.96292 -0.30
C -0.95735 -0.00934 5.62571 0.52
F -1.47034 -0.07256 6.86613 -0.29
C 0.06844 0.89137 5.35541 0.34
F 0.51997 1.75209 6.29385 -0.28
C 0.70453 0.82655 4.12256 0.11
F 1.68621 1.75657 3.89897 -0.37
C 1.28539 2.17641 1.04944 -0.34
F -0.05322 2.23339 1.33502 -0.36
C 1.92726 3.35221 0.69170 0.59
F 1.25749 4.51607 0.70957 -0.31
C -0.10534 -3.13733 -6.85217 -0.82
O -0.01259 -3.66205 -5.52291 -0.42
C -0.61221 -2.95909 -4.52320 0.79
C -0.47081 -3.49081 -3.22182 -0.75
C -0.80319 -2.72823 -2.13648 -0.57
C -1.26119 -1.41061 -2.33797 0.07
C -1.34668 -0.57317 -1.09455 -0.11
C -1.67208 0.87867 -1.16689 0.85
C -1.17549 1.70971 -2.17769 -0.21
C -1.57670 3.02938 -2.33295 -1.47
C -2.52575 3.51222 -1.42171 0.17
C -3.07851 2.69022 -0.40643 0.49
C -2.60355 1.39162 -0.25921 -0.69
C -3.95168 3.53923 0.45882 -0.69
C -3.66743 4.96718 -0.07216 -0.38
O -2.83122 4.83851 -1.27736 -0.52
C -1.48665 -0.89995 -3.62143 -0.63
C -1.17949 -1.68308 -4.72240 -0.52
H 0.50509 -3.80640 -7.46224 0.23
H -1.15094 -3.14671 -7.20810 0.32
H 0.29307 -2.10838 -6.90297 0.34
H -0.06553 -4.48690 -3.12866 0.46
H -0.79543 -3.16340 -1.13445 0.51
H -2.01049 -0.99758 -0.29543 0.42
H -0.33908 -0.77238 -0.77096 -0.33
H -0.43536 1.32168 -2.87659 0.77
H -1.17775 3.73335 -3.07620 0.38
H -2.96724 0.77242 0.57371 0.33
H -5.01170 3.27754 0.31361 0.26
H -3.70349 3.45449 1.52486 0.28
H -3.08712 5.56259 0.65868 0.30
H -4.60168 5.49132 -0.35045 0.28
H -1.99114 0.07296 -3.77964 0.50
H -1.34299 -1.27767 -5.71661 0.40
```

---

(2)
Here is an isolated molecule of C3H7PS at a distorted geometry from OMol25. Energies are from wB97M-V/def2-TZVPD.

Computed properties:
energy relative to the best compared isomer or geometry (same formula, charge and spin): 1.802 eV
HOMO energy: -8.157 eV
M: 106.1 g/mol
DFT total energy: -23346.1667 eV

Structure (XYZ):
```
12
Properties=species:S:1:pos:R:3:mulliken_charge:R:1
C -2.64151 0.05354 -0.34749 -1.05
C -1.20718 0.19808 -0.29435 0.00
P -0.12654 -0.07609 1.00812 -0.01
S 1.87730 0.26371 -0.63210 -0.21
C 3.24712 -0.04204 0.50948 -0.80
H -3.17372 -0.06308 0.59990 0.35
H -2.85111 -0.80914 -1.00810 0.27
H -3.06152 0.82620 -0.83806 0.35
H -0.90063 0.19023 -1.31719 0.27
H 4.24502 0.01413 0.09406 0.32
H 3.00417 -1.13995 0.84173 0.23
H 3.19361 0.57573 1.40108 0.28
```

---

(3)
Here is a cluster of 11 separate species, C5H33N3O10 in total at a distorted geometry from OMol25. Energies are from wB97M-V/def2-TZVPD.

Computed properties:
energy relative to the best compared isomer or geometry (same formula, charge and spin): 5.361 eV
HOMO energy: -9.170 eV
M: 295.3 g/mol
DFT total energy: -30661.3311 eV

Structure (XYZ):
```
51
Properties=species:S:1:pos:R:3:mulliken_charge:R:1
H -2.50432 1.56064 -1.49570 0.27
N -1.63650 1.30335 -1.25130 -0.52
C -1.46587 0.58729 -0.15043 -0.14
N -2.56672 0.27813 0.68454 -0.24
N -0.21226 0.35282 0.24449 1.45
C 0.19102 -0.89073 0.90102 -0.29
C 1.61425 -1.03323 0.59309 -0.49
C 1.87748 -2.45593 -0.23153 -0.19
C 1.15023 -3.45981 0.71594 -1.25
H -2.38092 -0.32879 1.51438 0.07
H -3.15171 1.04313 0.99012 0.27
H 0.46993 0.61365 -0.57266 -0.21
H -0.30487 -1.75239 0.50001 0.75
H 0.13071 -0.77929 1.95574 -0.98
H 1.91804 -0.14861 -0.06314 -0.11
H 2.30147 -0.91248 1.47994 0.43
H 3.05851 -2.47024 -0.24938 0.37
H 1.27242 -2.50550 -1.21765 0.18
H 1.42924 -4.46169 0.20541 0.35
H 1.42402 -3.67841 1.80418 0.31
H 0.05366 -3.31833 0.77587 0.49
O 0.80547 0.21529 -3.28830 -0.54
H 1.52011 -0.09608 -3.67111 0.21
H 0.03349 -0.28807 -3.68788 0.32
O -3.28767 -1.93453 -1.42457 -0.66
H -3.04813 -1.14504 -1.82222 0.30
H -3.04786 -2.10434 -0.49118 0.32
O 1.37391 3.66670 0.56089 -0.77
H 2.35643 3.49017 0.57198 0.32
H 0.93022 2.87776 0.07873 0.34
O -1.70466 3.92885 -0.38528 -0.62
H -2.21413 3.63667 -1.23340 0.31
H -0.77801 4.18309 -0.65885 0.32
O 0.55944 2.17356 2.76306 -0.75
H 0.34156 1.55011 2.08503 0.16
H 0.89149 3.12553 2.41369 0.34
O -0.67288 -0.27521 4.01301 -0.65
H 0.12993 -0.44230 4.34874 0.29
H -0.33713 0.17580 3.12749 0.42
O -2.66324 -1.89652 2.54116 -0.69
H -1.96458 -1.51622 3.22856 0.37
H -3.41208 -1.49377 2.92392 0.28
O 3.99160 0.77899 -1.84871 -0.64
H 3.87447 -0.17088 -1.56121 0.32
H 3.24664 1.06730 -2.25785 0.29
O -0.30672 -1.77334 -2.56827 -0.67
H -1.20142 -2.04634 -2.71429 0.31
H -0.19370 -1.18859 -1.92985 0.39
O 0.80256 2.56893 -1.71577 -0.65
H 1.27568 3.34776 -2.27599 0.25
H 0.03143 2.04115 -2.25444 0.26
```

---

(4)
Here is an isolated molecule of C3H5NO2 from OMol25. Energies are from wB97M-V/def2-TZVPD.

Computed properties:
energy relative to the best compared isomer or geometry (same formula, charge and spin): 0.510 eV
HOMO energy: -10.350 eV
M: 87.1 g/mol
DFT total energy: -8777.1844 eV

Structure (XYZ):
```
11
Properties=species:S:1:pos:R:3:mulliken_charge:R:1
C 1.06798 0.22520 1.15664 -0.96
C -0.35738 0.06155 0.67348 0.50
O -1.22790 -0.48376 1.30099 -0.47
N -0.60548 0.45772 -0.67178 -0.14
C -0.79647 -0.55329 -1.59522 0.10
O -0.78781 -0.39704 -2.79225 -0.52
H 1.77805 0.08548 0.33427 0.32
H 1.26257 -0.52818 1.92243 0.32
H 1.22406 1.21608 1.59235 0.29
H -0.24863 1.33824 -1.02603 0.28
H -0.91041 -1.53826 -1.10954 0.29
```